Model P:
Computed, not measured: 2 unconnected molecules or ions with the total composition C4H12N2OS, with ωB97M-V/def2-TZVPD.

Output
Multiplicity: 1
Orbital gap, eV: 4.05

Cartesian coordinates (Å):
C  -0.33  0.49  1.38
N  -0.15  1.93  1.55
C  0.55  2.52  0.17
O  0.60  1.66  -0.76
C  -1.45  0.35  0.31
C  1.37  -1.46  -1.82
S  0.60  -2.13  -0.39
N  -1.98  -1.00  0.12
H  -0.70  0.08  2.31
H  0.49  -0.05  1.01
H  0.51  2.13  2.34
H  0.06  3.50  -0.06
H  1.50  2.93  0.57
H  0.87  -2.06  -2.64
H  -2.26  1.03  0.71
H  1.37  -0.41  -2.03
H  2.34  -1.99  -1.92
H  -1.21  -1.66  -0.21
H  -0.95  0.77  -0.70
H  -2.40  -1.36  0.97

Listed below, in e, are the Löwdin charges computed for each atom:
1. C -0.265
2. N 0.033
3. C -0.389
4. O -0.140
5. C -0.285
6. C -0.518
7. S 0.709
8. N 0.000
9. H 0.121
10. H 0.045
11. H 0.107
12. H 0.118
13. H 0.127
14. H 0.034
15. H 0.138
16. H 0.022
17. H 0.033
18. H -0.102
19. H 0.139
20. H 0.074

Model Q:
Computed, not measured: a single C4H12N2OS molecule, with ωB97M-V/def2-TZVPD.

Output
Multiplicity: 1
Orbital gap, eV: 9.35
Structure (SMILES): NC[C@@H](CS)NCO

Cartesian coordinates (Å):
C  0.67  1.00  0.06
N  -0.05  2.28  0.09
C  -0.27  -0.18  -0.33
C  -0.20  -0.46  -1.84
S  -1.31  0.59  -2.82
N  0.00  -1.39  0.42
C  -0.42  -1.50  1.77
O  0.66  -1.62  2.72
H  1.51  1.09  -0.61
H  1.01  0.77  1.07
H  0.40  2.98  -0.49
H  -0.18  2.67  1.01
H  -1.26  0.22  -0.11
H  0.83  -0.44  -2.19
H  -0.55  -1.48  -2.04
H  -0.47  1.56  -3.17
H  0.21  -2.22  -0.11
H  -0.93  -2.44  1.94
H  -0.94  -0.57  1.98
H  1.28  -0.88  2.64

Listed below, in e, are the Löwdin charges computed for each atom:
1. C -0.221
2. N -0.001
3. C -0.431
4. C -0.532
5. S 0.716
6. N -0.029
7. C -0.263
8. O -0.081
9. H 0.107
10. H 0.092
11. H 0.062
12. H 0.065
13. H 0.112
14. H 0.082
15. H 0.062
16. H -0.157
17. H 0.115
18. H 0.120
19. H 0.121
20. H 0.062

Last place for stability: model P

Model P:
Computed, not measured: a molecular structure, C43H56BBrInN9O6PS4Se, with ωB97M-V/def2-TZVPD.

Output
Multiplicity: 1
Orbital gap, eV: 7.38
Total charge: +1

Cartesian coordinates (Å):
In  2.61  -1.96  -0.88
C  0.74  4.77  1.58
C  -0.27  3.72  1.18
C  -1.58  3.96  1.30
C  -2.57  2.91  1.14
N  -2.23  1.70  0.86
N  -0.90  1.48  0.63
B  -0.35  0.15  0.17
N  -0.13  -0.76  1.51
N  -1.38  -0.92  1.94
C  -1.61  -1.54  3.06
C  -0.55  -1.95  3.89
C  0.73  -1.79  3.46
C  1.89  -2.22  4.31
C  0.93  -1.24  2.16
S  2.54  -1.30  1.54
C  -3.08  -1.77  3.38
C  -3.76  -0.41  3.45
C  -3.28  -2.52  4.70
C  -3.67  -2.59  2.23
N  -1.28  -0.70  -0.75
N  -2.10  0.12  -1.41
C  -2.86  -0.38  -2.34
C  -2.87  -1.77  -2.59
C  -2.03  -2.60  -1.92
C  -1.98  -4.07  -2.20
C  -1.13  -2.00  -1.00
S  0.12  -2.95  -0.29
C  -3.72  0.58  -3.14
C  -5.18  0.35  -2.74
C  -3.54  0.29  -4.64
C  -3.31  2.01  -2.85
C  0.13  2.35  0.86
S  1.59  1.84  2.23
C  -4.03  3.28  1.31
C  -4.96  2.09  1.11
C  -4.25  3.85  2.72
C  -4.38  4.37  0.28
H  0.52  5.71  1.07
H  1.76  4.48  1.39
H  0.66  4.94  2.65
H  -1.92  4.95  1.57
H  -0.74  -2.40  4.85
H  1.53  -2.60  5.26
H  2.56  -1.38  4.49
H  2.48  -2.99  3.82
H  -3.37  0.18  4.28
H  -4.83  -0.53  3.58
H  -3.57  0.13  2.52
H  -2.89  -1.96  5.55
H  -2.81  -3.50  4.69
H  -4.34  -2.67  4.86
H  -3.60  -2.05  1.29
H  -4.72  -2.80  2.43
H  -3.16  -3.54  2.12
H  -3.53  -2.17  -3.35
H  -2.76  -4.34  -2.90
H  -2.09  -4.64  -1.29
H  -1.01  -4.33  -2.62
H  -5.51  -0.65  -3.00
H  -5.82  1.05  -3.28
H  -5.34  0.50  -1.67
H  -4.00  -0.64  -4.94
H  -2.48  0.26  -4.91
H  -4.01  1.09  -5.21
H  -3.27  2.21  -1.78
H  -4.02  2.69  -3.31
H  -2.32  2.23  -3.26
H  -4.87  1.38  1.92
H  -4.73  1.56  0.18
H  -5.99  2.43  1.08
H  -3.89  3.17  3.49
H  -5.32  4.00  2.89
H  -3.77  4.82  2.87
H  -4.22  4.01  -0.74
H  -3.78  5.26  0.42
H  -5.42  4.65  0.38
C  5.17  0.79  1.80
O  5.38  0.72  0.39
P  5.06  -0.57  -0.49
O  5.83  -0.16  -1.82
C  5.51  1.00  -2.59
O  5.98  -1.73  0.11
C  7.40  -1.61  0.19
H  5.92  1.48  2.19
H  5.31  -0.19  2.26
H  4.17  1.16  2.01
H  4.59  0.82  -3.15
H  6.34  1.14  -3.28
H  5.41  1.86  -1.94
H  7.74  -2.38  0.88
H  7.68  -0.62  0.57
H  7.84  -1.76  -0.79
O  2.40  2.05  0.73
C  1.31  2.00  -0.11
N  0.93  0.62  -0.56
S  1.21  0.49  -2.17
O  0.25  -0.28  -2.89
O  2.60  0.03  -2.28
C  1.22  2.17  -2.54
C  1.21  2.73  -3.80
C  1.49  4.09  -3.88
C  1.81  4.80  -2.72
C  1.82  4.19  -1.47
C  1.47  2.85  -1.37
H  1.03  2.13  -4.68
H  1.48  4.58  -4.83
H  2.07  5.84  -2.80
H  2.09  4.77  -0.61
Br  5.38  -3.61  -2.52
C  4.73  -4.49  -1.00
C  5.23  -5.75  -0.71
C  4.72  -6.43  0.38
C  3.73  -5.83  1.14
C  3.30  -4.57  0.77
N  3.79  -3.91  -0.28
H  6.00  -6.18  -1.34
H  5.09  -7.41  0.63
H  3.30  -6.32  2.00
H  2.54  -4.05  1.34
Se  2.01  -3.28  -3.07
C  3.02  -2.32  -4.28
N  3.65  -1.72  -5.02

Löwdin atomic charge list, values in e, 99 entries:
1. In 0.234
2. C -0.060
3. C -0.212
4. C 0.053
5. C -0.215
6. N 0.187
7. N 0.064
8. B -0.700
9. N 0.005
10. N 0.179
11. C -0.181
12. C 0.085
13. C -0.238
14. C -0.054
15. C -0.632
16. S 0.724
17. C -0.539
18. C -0.043
19. C -0.053
20. C -0.029
21. N 0.038
22. N 0.190
23. C -0.198
24. C 0.083
25. C -0.230
26. C -0.052
27. C -0.551
28. S 0.717
29. C -0.538
30. C -0.025
31. C -0.033
32. C -0.043
33. C -0.327
34. S 0.971
35. C -0.538
36. C -0.041
37. C -0.035
38. C -0.032
39. H 0.094
40. H 0.054
41. H 0.096
42. H 0.124
43. H 0.120
44. H 0.087
45. H 0.089
46. H 0.069
47. H 0.096
48. H 0.096
49. H 0.043
50. H 0.088
51. H 0.090
52. H 0.092
53. H 0.078
54. H 0.091
55. H 0.090
56. H 0.130
57. H 0.087
58. H 0.083
59. H 0.062
60. H 0.084
61. H 0.092
62. H 0.076
63. H 0.080
64. H 0.093
65. H 0.092
66. H 0.053
67. H 0.093
68. H 0.086
69. H 0.051
70. H 0.063
71. H 0.093
72. H 0.087
73. H 0.091
74. H 0.079
75. H 0.074
76. H 0.079
77. H 0.092
78. C -0.114
79. O -0.285
80. P 0.691
81. O -0.301
82. C -0.074
83. O -0.359
84. C -0.075
85. H 0.100
86. H 0.078
87. H 0.020
88. H 0.068
89. H 0.098
90. H 0.088
91. H 0.095
92. H 0.090
93. H 0.088
94. O -0.384
95. C -0.452
96. N 0.010
97. S 0.683
98. O -0.234
99. O -0.380

Model Q:
Computed, not measured: a molecular structure, C43H56BBrInN9O6PS4Se, with ωB97M-V/def2-TZVPD.

Output
Multiplicity: 1
Orbital gap, eV: 6.34
Total charge: +1

Cartesian coordinates (Å):
In  0.12  -0.41  -0.15
C  1.61  5.07  1.06
C  0.30  4.83  0.38
C  -0.76  5.67  0.50
C  -2.01  5.38  -0.13
N  -2.14  4.32  -0.86
N  -1.08  3.52  -1.04
B  -1.28  2.46  -2.04
N  -0.40  2.42  -3.21
N  0.04  3.63  -3.59
C  0.71  3.74  -4.70
C  0.97  2.59  -5.51
C  0.58  1.36  -5.10
C  0.87  0.12  -5.87
C  -0.12  1.25  -3.85
S  -0.52  -0.20  -3.12
C  1.19  5.15  -5.03
C  1.86  5.21  -6.40
C  -0.01  6.11  -5.00
C  2.20  5.56  -3.94
N  -2.64  1.88  -2.15
N  -3.19  2.15  -3.36
C  -4.44  1.87  -3.54
C  -5.21  1.25  -2.51
C  -4.65  0.96  -1.31
C  -5.42  0.31  -0.21
C  -3.27  1.31  -1.11
S  -2.44  1.02  0.32
C  -5.07  2.27  -4.87
C  -4.02  2.87  -5.81
C  -6.14  3.33  -4.58
C  -5.70  1.04  -5.53
C  0.13  3.66  -0.43
S  1.27  2.45  -0.61
C  -3.25  6.25  0.00
C  -2.98  7.53  0.79
C  -4.34  5.43  0.71
C  -3.74  6.62  -1.41
H  1.60  6.01  1.60
H  2.41  5.07  0.32
H  1.82  4.25  1.75
H  -0.66  6.57  1.10
H  1.50  2.70  -6.44
H  1.39  0.35  -6.80
H  -0.05  -0.42  -6.09
H  1.49  -0.55  -5.27
H  1.17  4.92  -7.19
H  2.75  4.57  -6.45
H  2.19  6.23  -6.60
H  -0.72  5.86  -5.79
H  0.33  7.13  -5.16
H  -0.52  6.05  -4.05
H  3.04  4.86  -3.91
H  1.72  5.54  -2.96
H  2.58  6.56  -4.13
H  -6.24  1.01  -2.70
H  -6.47  0.23  -0.46
H  -5.30  0.87  0.72
H  -5.02  -0.69  -0.02
H  -3.54  3.74  -5.35
H  -4.49  3.17  -6.74
H  -3.24  2.14  -6.03
H  -5.70  4.21  -4.11
H  -6.92  2.94  -3.91
H  -6.62  3.63  -5.51
H  -4.96  0.25  -5.66
H  -6.09  1.31  -6.51
H  -6.53  0.64  -4.93
H  -2.68  7.32  1.81
H  -3.89  8.13  0.83
H  -2.21  8.14  0.31
H  -4.02  5.16  1.72
H  -4.53  4.51  0.15
H  -5.26  6.00  0.78
H  -2.99  7.21  -1.94
H  -4.66  7.20  -1.35
H  -3.93  5.72  -1.99
C  -2.88  -3.65  2.98
O  -2.61  -2.70  4.02
P  -1.50  -1.54  3.77
O  -1.92  -0.57  4.98
C  -2.90  0.44  4.74
O  -0.15  -2.19  4.49
C  -0.19  -2.67  5.85
H  -3.78  -4.19  3.27
H  -2.06  -4.36  2.86
H  -3.05  -3.15  2.02
H  -2.57  1.13  3.97
H  -3.02  0.98  5.68
H  -3.86  0.00  4.45
H  0.59  -3.42  5.95
H  -1.16  -3.12  6.06
H  -0.01  -1.84  6.54
O  1.89  -3.87  0.98
C  0.96  -4.02  0.07
N  -0.26  -3.63  0.28
S  -1.16  -3.71  -1.09
O  -2.34  -4.49  -0.90
O  -1.32  -2.35  -1.57
C  0.09  -4.57  -2.04
C  0.01  -5.19  -3.26
C  1.14  -5.87  -3.71
C  2.31  -5.89  -2.95
C  2.37  -5.27  -1.70
C  1.23  -4.63  -1.25
H  -0.90  -5.15  -3.84
H  1.11  -6.39  -4.65
H  3.17  -6.43  -3.32
H  3.27  -5.31  -1.10
Br  1.67  1.22  2.59
C  3.27  0.82  1.64
C  4.46  1.39  2.07
C  5.60  1.07  1.35
C  5.50  0.23  0.25
C  4.25  -0.27  -0.08
N  3.14  0.02  0.61
H  4.48  2.04  2.93
H  6.56  1.47  1.66
H  6.37  -0.02  -0.34
H  4.12  -0.92  -0.93
Se  1.03  -3.15  2.56
C  2.66  -3.01  3.40
N  3.68  -2.94  3.92

Löwdin atomic charge list, values in e, 99 entries:
1. In 0.564
2. C -0.049
3. C -0.232
4. C 0.085
5. C -0.191
6. N 0.196
7. N 0.010
8. B -0.566
9. N 0.005
10. N 0.192
11. C -0.192
12. C 0.083
13. C -0.236
14. C -0.058
15. C -0.616
16. S 0.750
17. C -0.543
18. C -0.058
19. C -0.041
20. C -0.036
21. N 0.007
22. N 0.200
23. C -0.197
24. C 0.078
25. C -0.230
26. C -0.053
27. C -0.621
28. S 0.654
29. C -0.549
30. C -0.054
31. C -0.032
32. C -0.036
33. C -0.617
34. S 0.690
35. C -0.544
36. C -0.059
37. C -0.036
38. C -0.040
39. H 0.088
40. H 0.085
41. H 0.059
42. H 0.119
43. H 0.118
44. H 0.086
45. H 0.085
46. H 0.082
47. H 0.091
48. H 0.087
49. H 0.092
50. H 0.088
51. H 0.090
52. H 0.071
53. H 0.092
54. H 0.073
55. H 0.090
56. H 0.128
57. H 0.087
58. H 0.074
59. H 0.092
60. H 0.078
61. H 0.090
62. H 0.083
63. H 0.087
64. H 0.082
65. H 0.093
66. H 0.094
67. H 0.091
68. H 0.080
69. H 0.088
70. H 0.092
71. H 0.091
72. H 0.090
73. H 0.074
74. H 0.090
75. H 0.088
76. H 0.090
77. H 0.069
78. C -0.114
79. O -0.339
80. P 0.817
81. O -0.339
82. C -0.113
83. O -0.552
84. C -0.084
85. H 0.089
86. H 0.074
87. H 0.076
88. H 0.073
89. H 0.089
90. H 0.085
91. H 0.089
92. H 0.087
93. H 0.092
94. O -0.247
95. C -0.520
96. N -0.103
97. S 0.634
98. O -0.254
99. O -0.488

Last place for stability: model Q